No. 1
Formula: C37H43BN8SSbY
Source: the Open Molecules 2025 dataset
Level of theory: ωB97M-V/def2-TZVPD

The geometry in XYZ format:
```
92
Properties=species:S:1:pos:R:3:forces:R:3
Y -0.54093 0.20340 1.30666 -0.6 0.1 -0.3
C -3.63171 1.02096 -1.97591 0.0 0.0 0.0
C -3.40605 0.37059 -0.64323 0.0 0.0 0.1
C -3.91234 0.91611 0.53578 0.1 0.0 -0.1
C -3.77412 0.25375 1.75495 0.0 0.1 0.0
C -3.14745 -0.98367 1.81069 0.4 -0.3 -0.1
C -2.61913 -1.54922 0.63716 -0.1 0.3 0.2
C -2.73383 -0.85279 -0.56154 0.0 -0.2 -0.1
H -4.64255 0.79529 -2.32259 0.0 0.0 0.0
H -2.93169 0.64906 -2.72251 0.0 0.0 0.0
H -3.55004 2.10572 -1.92952 0.0 0.0 0.0
H -4.45031 1.85643 0.49424 0.0 0.0 0.0
H -4.18942 0.68775 2.65593 0.0 0.0 0.0
H -3.05783 -1.52581 2.74418 -0.1 0.1 0.0
H -2.12127 -2.51157 0.67811 -0.1 -0.1 -0.1
H -2.33994 -1.28666 -1.47141 0.0 0.0 0.0
B 0.24867 -1.91864 3.24432 -0.1 -0.3 0.0
N 1.59703 -1.64330 2.54719 0.0 0.0 0.0
C 2.83492 -2.11506 2.71098 -0.1 0.0 0.0
C 3.68297 -1.43300 1.84843 0.0 0.0 0.0
C 2.85796 -0.54099 1.17714 0.1 0.0 0.0
N 1.59341 -0.67479 1.60085 0.1 0.1 0.0
N -0.06480 -0.75773 4.20031 0.0 0.1 0.0
C 0.07168 -0.67531 5.52657 0.0 0.0 0.0
C -0.09673 0.64267 5.90948 0.0 0.0 0.0
C -0.32923 1.31984 4.72118 0.0 -0.1 0.1
N -0.31721 0.47577 3.67788 0.0 0.0 0.1
H 0.22126 -2.97628 3.80617 0.0 0.1 -0.1
H -0.59985 -1.88906 2.33282 0.1 0.1 0.1
H 3.03035 -2.89934 3.42404 0.0 0.0 0.0
H 4.74367 -1.56536 1.72863 0.0 0.0 0.0
H 3.10932 0.18205 0.41876 0.0 0.0 0.0
H 0.28054 -1.55768 6.10878 0.0 0.0 0.0
H -0.05487 1.04995 6.90377 0.0 0.0 0.0
H -0.49259 2.37498 4.58698 0.0 0.0 0.0
S 0.38449 0.73020 -1.20970 0.0 -0.2 -0.1
Sb 1.06141 -1.26151 -2.20385 0.2 0.1 0.1
C 3.14248 -1.43580 -2.07923 -0.2 0.0 0.0
C 3.91053 -0.28887 -2.25465 0.1 -0.1 0.0
C 5.29163 -0.39140 -2.19000 0.0 0.1 0.0
C 5.89086 -1.62295 -1.95375 0.0 0.0 0.0
C 5.11542 -2.76183 -1.78553 -0.1 0.0 0.0
C 3.73021 -2.67363 -1.84776 0.0 0.0 0.0
C 0.18330 -2.92818 -1.29199 0.1 0.1 0.0
C 0.70418 -3.41178 -0.09270 -0.1 -0.1 0.0
C 0.10492 -4.51216 0.50904 0.1 0.1 0.0
C -0.99451 -5.11593 -0.08537 0.0 0.0 0.0
C -1.49975 -4.63371 -1.28752 0.0 0.0 -0.1
C -0.91156 -3.53639 -1.90278 0.1 -0.1 0.2
C 0.43870 -1.26573 -4.19170 -0.1 0.1 0.1
C -0.35222 -0.22680 -4.67159 0.0 -0.1 -0.1
C -0.76507 -0.25810 -5.99753 0.0 0.1 0.1
C -0.39196 -1.31441 -6.81609 0.0 0.0 0.0
C 0.39993 -2.34416 -6.32629 0.1 -0.1 0.1
C 0.82357 -2.32737 -5.00466 -0.1 0.1 -0.1
H 3.44790 0.67509 -2.43438 0.0 0.0 0.0
H 5.90006 0.49217 -2.33045 0.0 0.0 0.0
H 6.96911 -1.69578 -1.90720 0.0 0.0 0.0
H 5.58154 -3.72160 -1.60774 0.0 0.0 0.0
H 3.12708 -3.56399 -1.71247 0.0 0.0 0.0
H 1.57845 -2.95619 0.35863 0.0 0.0 0.0
H 0.50679 -4.89940 1.43646 0.0 0.0 0.0
H -1.45299 -5.97777 0.38108 0.0 0.0 0.0
H -2.34437 -5.12090 -1.75670 0.0 0.0 0.0
H -1.29048 -3.18199 -2.85428 0.0 0.0 0.0
H -0.62843 0.60090 -4.02955 0.0 0.0 0.0
H -1.37141 0.54796 -6.38866 0.0 0.0 0.0
H -0.71622 -1.33246 -7.84790 0.0 0.0 0.0
H 0.69387 -3.16094 -6.97148 0.0 0.0 0.0
H 1.45055 -3.12807 -4.62866 0.0 0.0 0.0
C 0.42995 3.14110 1.52488 0.0 0.0 0.0
N 0.52920 4.57547 1.62193 -0.1 0.0 0.0
C -0.42192 5.04411 2.63613 0.0 0.0 0.0
N -1.80095 4.68319 2.28941 0.1 0.0 -0.1
C -1.90624 3.24957 2.17483 0.0 0.0 0.0
N -0.95999 2.67559 1.15326 0.3 0.0 0.1
C -1.30597 3.35953 -0.14595 0.0 0.1 0.0
N -1.20845 4.79720 -0.05069 -0.1 0.0 0.1
C 0.15951 5.15954 0.32797 0.0 0.1 -0.1
C -2.12212 5.28008 0.98859 0.0 0.0 0.0
H 0.69217 2.69495 2.49048 0.0 0.0 0.0
H 1.12175 2.78101 0.75738 0.0 0.0 0.0
H -0.34750 6.12734 2.71856 0.0 0.0 0.0
H -0.16219 4.60690 3.60224 0.0 0.0 0.0
H -2.91745 2.98250 1.87062 0.0 0.0 0.0
H -1.70520 2.78081 3.13366 0.0 0.0 0.0
H -2.32529 3.06968 -0.39458 -0.1 0.0 -0.1
H -0.63102 3.00817 -0.92381 0.0 0.0 0.0
H 0.23628 6.24405 0.39474 0.0 0.0 0.0
H 0.85257 4.80733 -0.43828 0.0 0.0 0.0
H -3.14832 5.02340 0.71936 0.0 0.0 0.0
H -2.04472 6.36388 1.06101 0.0 0.0 0.0
```
Positions in Å, forces in eV/Å.

Computed properties:
relative energy (zero: lowest compared OMol25 entry of this formula, charge and spin): 0.108 eV
E_LUMO: -5.26 eV
E_HOMO: -13.76 eV
gap between HOMO and LUMO: 8.492 eV
energy: -2575.06154 Ha
total charge: +2

Here are the Löwdin charges for atoms 1 to 8, given in e:
1 Y 1.41
2 C -0.01
3 C -0.27
4 C -0.04
5 C -0.07
6 C -0.12
7 C -0.14
8 C -0.09

---

No. 2
Formula: C3H11NS
Source: the Open Molecules 2025 dataset
Level of theory: ωB97M-V/def2-TZVPD

The geometry in XYZ format:
```
16
Properties=species:S:1:pos:R:3:forces:R:3
S 0.79889 2.13490 0.62783 0.9 -0.5 -4.0
H 2.03382 2.60017 0.78731 0.3 0.2 0.1
C 0.31175 -1.11511 -0.22187 -0.9 -1.4 -0.4
C -1.23538 -1.21301 -0.22990 0.1 0.3 -0.6
C -1.74425 -1.22154 -1.68587 -0.7 -0.3 0.2
N 0.95070 -0.96229 1.06430 0.4 0.9 -0.1
H 0.70167 -1.99675 -0.77066 0.0 0.3 0.3
H 0.55474 -0.24906 -0.84876 0.1 -0.2 0.1
H -1.59793 -0.32318 0.30143 -0.2 -0.2 -0.1
H -1.68537 -2.09981 0.25048 0.7 0.2 0.2
H -1.59324 -0.25700 -2.17819 0.3 -0.2 -0.1
H -1.28127 -2.04347 -2.26827 -0.1 0.5 0.2
H -2.84082 -1.39372 -1.71867 0.6 0.0 0.1
H 1.07976 0.06439 1.16286 -0.2 -1.5 0.8
H 0.44158 -1.38190 1.84253 0.1 0.4 -0.4
H 1.34922 1.50960 -1.17628 -1.1 1.4 3.8
```
Positions in Å, forces in eV/Å.

Computed properties:
relative energy (zero: lowest compared OMol25 entry of this formula, charge and spin): 2.807 eV
E_LUMO: -1.39 eV
E_HOMO: -8.68 eV
gap between HOMO and LUMO: 7.284 eV
energy: -573.72837 Ha
total charge: 0

Here are the Löwdin charges for atoms 1 to 8, given in e:
1 S 0.43
2 H -0.26
3 C -0.37
4 C -0.26
5 C -0.13
6 N -0.05
7 H 0.11
8 H 0.01

---

No. 3
Formula: C10H16
Source: the Open Molecules 2025 dataset
Level of theory: ωB97M-V/def2-TZVPD

The geometry in XYZ format:
```
26
Properties=species:S:1:pos:R:3:forces:R:3
C -1.43801 -2.05516 -0.42919 -0.7 -0.5 0.0
C -0.91170 -0.96406 0.46412 -0.5 0.3 -0.4
C -1.50328 0.31220 0.33877 0.5 0.2 0.7
C -1.29045 1.29166 1.32456 0.1 -0.8 -0.3
C -0.52912 0.98156 2.45216 0.0 0.2 -1.4
C 0.10092 -0.24818 2.49772 0.5 -0.4 0.8
C -0.03417 -1.22874 1.51425 -1.2 0.6 0.5
H -0.72445 -2.81204 -0.79473 -0.1 0.5 0.2
H -2.01053 -1.64978 -1.28064 0.4 -0.1 0.2
H -2.19291 -2.59702 0.18116 0.4 0.1 -0.4
H -2.13440 0.52923 -0.52182 0.1 -0.1 0.2
H -1.71235 2.28094 1.24134 -0.2 0.1 -0.2
H -0.36318 1.76471 3.16763 0.1 -0.1 0.5
H 0.68240 -0.47607 3.38587 0.1 0.0 -0.1
H 0.30771 -2.23719 1.71862 0.3 0.1 -0.3
C 2.86764 0.79510 -1.73779 -0.7 1.6 0.7
C 1.33310 0.88202 -1.76494 -0.3 1.8 -0.7
C 0.61243 0.24631 -2.95330 -2.2 -1.1 1.1
H 3.12369 1.85680 -1.51291 0.7 -0.9 -0.4
H 3.27858 0.20849 -0.90501 -0.1 -0.2 -0.6
H 3.19786 0.51550 -2.73098 0.6 -0.1 0.1
H 1.03577 1.97886 -1.72268 0.4 -1.1 -0.3
H 0.87651 0.52831 -0.85781 -0.1 -0.6 0.3
H -0.46036 0.51919 -2.84423 0.4 0.0 0.0
H 0.55392 -0.84437 -2.79060 0.4 0.2 -0.4
H 0.76592 0.43271 -4.01041 1.1 0.4 0.1
```
Positions in Å, forces in eV/Å.

Computed properties:
relative energy (zero: lowest compared OMol25 entry of this formula, charge and spin): 0.912 eV
E_LUMO: 0.99 eV
E_HOMO: -9.01 eV
gap between HOMO and LUMO: 9.999 eV
energy: -390.60236 Ha
SMILES string: Cc1ccccc1.CCC
total charge: 0

Here are the Löwdin charges for atoms 1 to 8, given in e:
1 C -0.07
2 C -0.30
3 C -0.06
4 C -0.08
5 C -0.10
6 C -0.10
7 C -0.05
8 H 0.08

---

No. 4
Formula: C4H6CuO2
Source: the Open Molecules 2025 dataset
Level of theory: ωB97M-V/def2-TZVPD

The geometry in XYZ format:
```
13
Properties=species:S:1:pos:R:3:forces:R:3
C -0.69372 0.02447 -1.11424 0.1 0.6 -0.5
O -0.44274 -0.48800 -2.33200 -0.2 -0.1 0.0
H -1.28790 0.93699 -1.16999 0.1 -0.3 0.0
H 0.29857 -1.10511 -2.32447 0.1 0.1 0.0
C 1.27736 1.62333 1.24592 3.8 0.6 -2.2
C 0.22743 0.69951 1.21778 -1.4 -0.2 2.7
C 0.10057 -0.25526 0.07715 0.8 0.0 0.5
O -1.20814 -0.88282 -0.08875 -0.2 0.3 0.4
Cu -1.79954 -2.63404 0.00621 -0.3 -0.7 0.0
H 2.23653 1.22160 0.88340 0.4 1.3 0.5
H -0.67253 1.33566 1.37107 -0.1 -1.3 0.5
H 1.04221 0.49456 2.26039 -3.0 -0.6 -1.8
H 0.92192 -0.97090 -0.03247 -0.2 0.2 -0.1
```
Positions in Å, forces in eV/Å.

Computed properties:
relative energy (zero: lowest compared OMol25 entry of this formula, charge and spin): 2.362 eV
E_LUMO (spin up / spin down): -5.72 / -5.72 eV
E_HOMO (spin up / spin down): -10.52 / -15.21 eV
gap between HOMO and LUMO (spin up / spin down): 4.802 / 9.492 eV
2S+1: 3
energy: -1946.40811 Ha
total charge: +1

Here are the Löwdin charges for atoms 1 to 8, given in e:
1 C -0.29
2 O 0.11
3 H 0.19
4 H 0.13
5 C 0.06
6 C -0.26
7 C -0.21
8 O -0.12

---

No. 5
Formula: BrFS
Source: the Open Molecules 2025 dataset
Level of theory: ωB97M-V/def2-TZVPD

The geometry in XYZ format:
```
3
Properties=species:S:1:pos:R:3:forces:R:3
F 1.32754 -0.82323 -0.78513 -2.4 1.4 0.0
S -0.85249 0.46411 -0.61271 2.5 -1.5 -0.7
Br -0.47505 0.35912 1.39784 -0.1 0.1 0.7
```
Positions in Å, forces in eV/Å.

Computed properties:
relative energy (zero: lowest compared OMol25 entry of this formula, charge and spin): 2.246 eV
E_LUMO (spin up / spin down): -3.86 / -3.85 eV
E_HOMO (spin up / spin down): -10.54 / -10.53 eV
gap between HOMO and LUMO (spin up / spin down): 6.679 / 6.675 eV
energy: -3071.91957 Ha
total charge: 0

Table of Löwdin atomic charges, one value per atom, all in e:
1 F -0.55
2 S 0.24
3 Br 0.31

---

No. 6
Formula: C24H64O6
Source: the Open Molecules 2025 dataset
Level of theory: ωB97M-V/def2-TZVPD

The geometry in XYZ format:
```
94
Properties=species:S:1:pos:R:3:forces:R:3
C -2.18254 3.33424 0.00249 1.5 -0.4 3.3
C -1.50269 2.10424 -0.56943 3.2 0.8 0.5
C -2.24919 0.83470 -0.61813 -0.5 0.4 -1.3
C -1.47839 -0.39723 -0.99621 -2.4 0.9 -4.5
C -2.23568 -1.74798 -0.94143 -2.9 -0.2 0.4
C -1.39574 -2.98725 -1.01694 6.9 8.4 0.2
H -2.44900 3.36323 1.13257 0.6 -0.7 -1.6
H -3.08799 3.30950 -0.47183 -2.5 1.2 -1.4
H -1.54036 4.22030 -0.08911 -0.6 -0.1 -0.6
H -0.58711 1.85136 0.01502 -0.1 0.6 -0.4
H -1.16453 2.43056 -1.57097 0.1 -0.4 0.2
H -3.04248 1.03779 -1.30969 -0.8 -0.5 -0.8
H -2.73978 0.81915 0.27310 -1.4 -0.9 3.0
H -0.55653 -0.45959 -0.57754 2.6 -0.4 2.1
H -1.13312 -0.00488 -2.09222 -0.8 -1.8 1.7
H -3.21655 -1.89387 -1.50595 1.7 0.8 -1.2
H -2.94239 -1.87840 -0.07793 1.6 0.8 0.9
H -0.50383 -2.85344 -0.27492 -1.8 -1.0 -0.9
H -0.88173 -3.05269 -1.97376 0.4 0.6 -0.4
H -1.85010 -3.78569 -1.07324 -4.8 -8.2 0.9
C -2.08121 -0.88521 4.66520 2.4 -1.2 -1.5
C -1.90071 -0.19736 3.32063 7.1 -4.3 1.4
C -0.90637 0.94635 3.36945 -6.0 1.8 -1.3
C -1.39660 2.17141 4.14804 1.5 0.2 0.4
C -0.68337 3.48943 3.52588 -0.4 1.0 4.3
C -1.45352 4.84248 3.87191 -1.0 -5.6 3.7
H -1.05660 -1.22466 4.98073 -0.9 0.5 0.2
H -2.61777 -1.80481 4.55582 -0.8 -0.4 0.1
H -2.50139 -0.21769 5.33736 -0.9 0.9 1.7
H -2.72200 0.15960 2.97098 -5.4 1.9 -2.5
H -1.41780 -1.01743 2.59659 -1.3 1.7 1.1
H -0.83637 1.25223 2.37005 0.4 0.6 -1.7
H -0.00968 0.82255 3.70236 5.6 -1.9 2.0
H -1.35886 1.79655 5.27083 0.3 1.9 -1.9
H -2.38388 2.44884 3.92818 -2.0 -0.4 -0.1
H -0.58156 3.44481 2.49086 -0.1 -0.6 -1.9
H 0.31518 3.62883 3.91854 0.5 -0.3 0.1
H -2.34289 4.77284 3.39792 -3.1 -0.3 -2.2
H -1.05944 5.68603 3.53989 2.3 3.8 -0.8
H -1.93205 4.82270 4.92977 1.8 0.4 -1.2
C 1.56936 0.37308 -3.23328 -2.3 0.9 -3.9
C 2.94614 1.02405 -3.33309 0.5 -5.8 -1.7
O 3.78554 0.16978 -2.46552 -5.7 -2.3 0.4
H 0.79305 1.17141 -3.82484 1.8 -2.2 1.9
H 1.25367 0.21413 -2.16194 0.2 0.2 -1.3
H 1.48284 -0.60541 -3.97496 0.3 2.3 2.4
H 2.97279 1.92709 -2.88855 0.0 3.5 0.7
H 3.48478 0.85242 -4.35948 -1.6 1.2 1.5
H 4.50326 0.63397 -2.59665 6.8 2.8 -0.2
C 1.16653 -4.97479 -5.25556 2.9 6.5 -4.7
C 1.32004 -3.87858 -4.21349 0.5 0.4 0.3
O 2.24012 -4.35893 -3.31768 1.3 -0.8 2.3
H 0.91041 -5.91431 -5.22145 -2.1 -4.9 1.9
H 2.12179 -5.11039 -5.91630 -0.9 0.6 1.5
H 0.56251 -4.49766 -6.04598 -0.5 -0.4 0.1
H 0.31008 -3.62486 -3.69607 1.4 -0.1 -1.0
H 1.98236 -2.94538 -4.49298 -2.7 -1.0 -1.2
H 2.58956 -3.54816 -2.89714 -0.1 -0.9 0.6
C 2.30270 1.53445 1.65372 2.4 -2.6 -13.5
C 3.82336 1.48088 1.19055 -0.1 2.8 -1.3
O 4.49825 0.43365 1.79970 -0.2 -0.8 1.1
H 1.64546 2.45615 1.42076 1.1 -1.7 -1.3
H 2.14265 1.55908 2.52768 -0.9 -0.5 12.5
H 2.07312 0.37365 1.24262 -0.8 3.4 1.0
H 4.36782 2.45947 1.42951 -0.8 -0.9 -0.1
H 4.06778 1.30762 0.07062 -1.6 0.7 1.2
H 5.39663 0.72523 1.71223 0.9 -0.5 0.3
C -1.53276 5.40305 -2.94225 -0.7 -2.2 -0.4
C -1.88533 6.65908 -2.27537 -4.0 -0.4 -4.3
O -1.76453 7.66638 -3.27652 -0.6 2.9 0.9
H -1.37722 4.55202 -2.30955 -0.5 -0.3 1.1
H -0.56765 5.47694 -3.28141 2.5 0.6 -1.5
H -2.13523 4.99161 -3.73094 -0.6 0.5 -0.5
H -1.23349 6.64940 -1.54736 3.2 1.4 4.4
H -2.92366 6.60450 -1.98965 -0.3 0.2 0.8
H -2.16317 8.56386 -2.95967 1.1 -2.6 -0.7
C 2.44848 -3.73881 0.01945 -1.6 -0.6 -4.2
C 2.42668 -2.25384 -0.39786 0.7 0.3 1.5
O 2.36912 -2.21324 -1.80240 -0.1 3.0 -1.6
H 3.30279 -4.34203 -0.32966 0.0 0.7 0.4
H 1.56144 -4.27478 -0.50475 1.2 1.0 0.4
H 2.19089 -3.90202 0.98954 0.0 -0.2 3.1
H 3.41166 -1.76414 -0.05849 -1.6 -0.4 -0.2
H 1.49882 -1.74953 0.11547 1.7 -0.6 -1.0
H 2.48837 -1.24649 -2.21456 0.0 -3.3 1.9
C -0.91873 -4.68077 3.04723 1.1 2.9 -4.2
C -0.66670 -5.72022 2.01139 0.2 -1.7 -0.2
O -0.72396 -6.92894 2.70090 0.5 -1.6 1.3
H -0.71484 -3.79962 2.27626 -2.0 -0.4 1.8
H -0.20363 -4.34701 3.74470 1.7 -0.9 0.9
H -1.79601 -4.86535 3.57875 -2.0 0.5 0.3
H 0.30419 -5.57155 1.54262 0.3 0.1 -0.1
H -1.39148 -5.91489 1.17753 0.1 1.6 0.5
H -0.64999 -7.67280 2.10927 0.1 -0.3 -0.3
```
Positions in Å, forces in eV/Å.

Computed properties:
relative energy (zero: lowest compared OMol25 entry of this formula, charge and spin): 4.434 eV
E_LUMO: 0.32 eV
E_HOMO: -9.03 eV
gap between HOMO and LUMO: 9.348 eV
energy: -1403.69839 Ha
SMILES string: CCCCCC.CCCCCC.CCO.CCO.CCO.CCO.CCO.CCO
total charge: 0

Here are the Löwdin charges for atoms 1 to 8, given in e:
1 C -0.10
2 C -0.29
3 C -0.26
4 C -0.18
5 C -0.25
6 C -0.09
7 H 0.10
8 H 0.04